Entry 1:
Formula: C3H10OS
Source: the OMol25 dataset
Level of theory: ωB97M-V with the def2-TZVPD basis set

As for the energy above the lowest of the compared OMol25 structures with the same formula, charge and spin: 121.48 kcal/mol. The charge is 0. As for the spin multiplicity: 1. The calculation puts the orbital gap at 5.46 eV. The calculated total energy is -16150.5977 eV. The LUMO energy is -1.837 eV.

Each line ends with the natural charge from an NBO analysis.
Element x y z (Å)
C -1.4089 -0.1236 -0.1078  -0.787
C -0.4314 -1.0250 0.5217  -0.450
C -0.4694 0.0673 1.4938  -0.010
S 0.8946 0.6487 -2.2251  -0.907
H -2.4745 -0.2022 0.2479  0.270
H -0.9023 0.6986 -0.6303  0.355
H -1.4567 -0.6268 -1.1241  0.416
H -0.9385 -2.0190 0.6571  0.243
H 0.4217 -1.0223 -0.1242  0.300
H -1.0866 -0.0874 2.5471  0.258
H 0.2164 0.8711 1.3733  0.263
H -0.3020 1.3910 -2.3346  0.102
H 3.4071 0.5602 -0.1664  0.473
H 1.9771 0.4027 -0.4479  0.477
O 2.5533 0.4669 0.3194  -1.003

Atoms 1-3, force components in eV/Å:
C -3.083 1.126 -1.187
C 0.890 -1.966 2.382
C -1.670 -3.503 1.358

---

Entry 2:
Formula: C3H10OS
Source: the OMol25 dataset
Level of theory: ωB97M-V with the def2-TZVPD basis set

As for the energy above the lowest of the compared OMol25 structures with the same formula, charge and spin: 1.87 kcal/mol. The charge is 0. As for the spin multiplicity: 1. The calculation puts the orbital gap at 8.85 eV. The calculated total energy is -16155.7846 eV. The LUMO energy is 0.634 eV.

Each line ends with the natural charge from an NBO analysis.
Element x y z (Å)
C -1.8893 -1.0938 1.2273  -0.616
C -0.8204 -0.5519 0.3119  -0.520
S -0.0717 0.9041 1.0863  0.174
C 1.3282 1.1568 -0.0192  -0.745
H -2.4109 -1.9299 0.7429  0.211
H -1.4505 -1.4483 2.1556  0.211
H -2.6148 -0.3373 1.5244  0.209
H -0.0155 -1.2812 0.2301  0.209
H -1.2096 -0.3442 -0.6853  0.208
H 0.9707 1.1451 -1.0367  0.220
H 2.1148 0.4192 0.0923  0.212
H 1.6714 2.1774 0.1760  0.225
O 1.1114 -0.9935 -2.7504  -0.941
H 0.6431 -1.5179 -3.4079  0.472
H 1.8035 -0.5216 -3.2508  0.472

Atoms 1-3, force components in eV/Å:
C -0.342 -0.314 0.145
C 0.428 -0.049 0.218
S -0.088 0.027 -0.078

---

Entry 3:
Formula: C3H10OS
Source: the OMol25 dataset
Level of theory: ωB97M-V with the def2-TZVPD basis set

As for the energy above the lowest of the compared OMol25 structures with the same formula, charge and spin: 6.36 kcal/mol. The charge is 0. As for the spin multiplicity: 1. The calculation puts the orbital gap at 9.74 eV. The calculated total energy is -16155.5901 eV. The LUMO energy is 0.843 eV.

Each line ends with the natural charge from an NBO analysis.
Element x y z (Å)
C -0.0002 2.4467 0.6863  -0.613
C 0.8575 1.6325 -0.2686  -0.414
C 1.1449 0.2563 0.3162  -0.494
S 1.8100 -0.9183 -0.9223  -0.062
H 0.2133 2.1192 1.7056  0.204
H 0.0663 3.5264 0.6268  0.216
H -1.0545 2.2105 0.4955  0.208
H 1.8396 2.0706 -0.4576  0.204
H 0.4103 1.5054 -1.2532  0.201
H 2.0429 0.3881 0.9239  0.219
H 0.3065 -0.2567 0.7609  0.220
H 0.7078 -1.0718 -1.6712  0.112
O -4.4122 -2.1146 0.8086  -0.941
H -5.1266 -2.1340 1.4541  0.471
H -4.8087 -2.2547 -0.0548  0.470

Atoms 1-3, force components in eV/Å:
C -0.694 -0.455 0.027
C 0.243 -0.115 -0.293
C 0.932 -0.209 -1.196

---

Entry 4:
Formula: C3H10OS2
Source: the OMol25 dataset
Level of theory: ωB97M-V with the def2-TZVPD basis set

As for the energy above the lowest of the compared OMol25 structures with the same formula, charge and spin: 6.55 kcal/mol. The charge is 0. As for the spin multiplicity: 1. The calculation puts the orbital gap at 9.43 eV. The calculated total energy is -26991.0059 eV. The LUMO energy is 0.530 eV.

Each line ends with the natural charge from an NBO analysis.
Element x y z (Å)
C 1.8804 0.4182 1.5322  -0.612
C 1.2122 0.6543 0.1445  -0.408
C -0.1186 -0.0771 0.0249  -0.544
S -0.8326 0.3214 -1.5956  0.120
S -1.6626 2.2456 -1.2718  -0.158
H 1.8216 -0.6068 1.9353  0.204
H 1.3055 1.0894 2.1922  0.200
H 2.9359 0.7385 1.5381  0.213
H 1.1972 1.7529 0.0092  0.202
H 1.9065 0.2321 -0.6073  0.202
H 0.1417 -1.1530 0.0375  0.236
H -0.8172 0.1100 0.8630  0.225
H -0.5737 3.0435 -1.2790  0.121
O -2.3988 -2.9539 -1.1790  -0.943
H -2.9998 -2.8053 -1.9439  0.474
H -2.9976 -3.0100 -0.4003  0.470

Atoms 1-3, force components in eV/Å:
C -0.594 0.747 0.035
C 1.606 -0.578 0.767
C 0.489 0.198 0.130